Density functional theory data (ωB97M-V/def2-TZVPD) for a structure of composition C7H10ClFeNO4 at a distorted geometry.

Summary:
Multiplicity ... 6
⟨S²⟩ ... 8.78
DFT total energy ... -2351.91395 Eh
Energy above the lowest of the compared OMol25 structures with the same formula, charge and spin ... 36.0 kcal per mole
Total charge ... -1
Highest occupied orbital energy (spin up / spin down) ... -2.8 / -5.7 eV
LUMO (spin up / spin down) ... 3.33 / 2.64 eV
Orbital gap (spin up / spin down) ... 6.162 / 8.295 eV

```
24
C7H10ClFeNO4, DFT ωB97M-V/def2-TZVPD
C 2.0016 0.7155 -1.2797
C 1.4402 -0.4976 -1.9225
C 1.4796 -1.5606 -0.9359
C 1.9429 -1.0275 0.2919
C 2.2006 0.3713 0.1217
Fe 0.2717 0.1794 -0.6269
N -0.3971 1.6714 -0.0916
C -1.6592 1.0439 -0.8062
C -1.2900 -0.1407 -1.7483
H 1.3849 -2.6024 -1.1739
H 1.2339 -0.6099 -2.9552
H 2.2431 -1.6129 1.1382
H 2.6534 1.0030 0.8476
H 2.0888 1.6734 -1.7462
H -1.0587 0.0989 -2.8058
H -1.9448 1.9232 -1.4419
H -0.4599 2.1106 0.8482
H -1.8280 -1.1074 -1.6693
H -2.6067 0.7657 -0.2484
O -2.9063 0.0079 3.1481
Cl -1.5165 -0.4870 3.2068
O -0.8346 0.3598 4.1779
O -1.5826 -1.8294 3.8128
O -0.8563 -0.4485 1.8586
```

These are the Mulliken partial charges, in e, on atoms 1 to 5: number 1, C, carries -0.772; number 2, C, carries -0.522; number 3, C, carries -0.350; number 4, C, carries -0.251; number 5, C, carries -0.739

Density functional theory data (ωB97M-V/def2-TZVPD) for a cluster of 2 separate species, CCl3NO in total at a distorted geometry.

Summary:
DFT total energy ... -1548.50027 Eh
Energy above the lowest of the compared OMol25 structures with the same formula, charge and spin ... 50.1 kcal per mole
Highest occupied orbital energy (spin up / spin down) ... -7.1 / -7.1 eV
LUMO (spin up / spin down) ... -1.27 / -1.29 eV
Orbital gap (spin up / spin down) ... 5.870 / 5.851 eV

```
6
CCl3NO, DFT ωB97M-V/def2-TZVPD
C 0.2275 -0.0037 -0.8747
N 0.0827 -0.2777 1.8398
O -0.9228 0.2111 2.0471
Cl -0.4739 1.4944 -0.5468
Cl -0.7921 -1.3777 -1.1818
Cl 1.8786 -0.0463 -1.2837
```

These are the Mulliken partial charges, in e, on atoms 1 to 5: number 1, C, carries 0.240; number 2, N, carries 0.206; number 3, O, carries -0.108; number 4, Cl, carries -0.110; number 5, Cl, carries -0.113

Density functional theory data (ωB97M-V/def2-TZVPD) for a structure of composition C37H48Br2IO6S2SbSiSn at a distorted geometry.

Summary:
DFT total energy ... -8876.37266 Eh
Energy above the lowest of the compared OMol25 structures with the same formula, charge and spin ... 47.1 kcal per mole
Total charge ... -2
Highest occupied orbital energy ... -1.6 eV
LUMO ... 3.99 eV
Orbital gap ... 5.583 eV

```
99
C37H48Br2IO6S2SbSiSn, DFT ωB97M-V/def2-TZVPD
Sn -0.4742 -0.0441 -0.5444
Br -0.8419 -4.2486 -2.4685
C -1.1630 -2.5042 -3.1974
Br 0.4334 -1.6991 -3.8967
H -1.5467 -1.8668 -2.4091
H -1.8833 -2.5924 -3.9989
O -0.8862 3.9452 1.6990
S -0.2645 2.6340 1.7405
O -0.8265 1.7371 2.7108
O -0.0827 2.0597 0.3740
C 1.4490 2.9873 2.2039
C 1.7542 4.2764 2.6215
C 3.0615 4.6264 2.9190
C 4.0763 3.6871 2.8143
C 3.7939 2.4055 2.3732
C 2.4900 2.0528 2.0461
S 2.2732 0.4447 1.2873
O 3.3267 -0.3736 1.8936
O 2.4845 0.6754 -0.1274
O 0.9389 -0.0624 1.6188
H 0.9420 4.9876 2.6802
H 3.2971 5.6411 3.2181
H 5.0938 3.9587 3.0708
H 4.5676 1.6572 2.2670
C -0.6024 2.7236 -3.1254
C -1.9750 3.1485 -2.5711
C -1.6800 4.2066 -1.5001
C -2.7621 3.8416 -3.6889
Si -2.7885 1.5270 -1.7451
C -3.7528 0.5847 -3.2419
C -2.7424 0.3608 -4.3720
C -4.9830 1.2677 -3.8551
C -4.2208 -0.8013 -2.7471
C -4.2448 2.1127 -0.5420
C -5.2301 0.9726 -0.2510
C -5.0631 3.3251 -1.0065
C -3.5952 2.4664 0.8024
H -0.0686 3.5961 -3.5295
H -0.6868 1.9868 -3.9262
H 0.0145 2.3031 -2.3287
H -1.0570 5.0050 -1.9300
H -1.1435 3.7892 -0.6522
H -2.5847 4.6780 -1.1141
H -2.2458 4.7657 -3.9874
H -3.7671 4.1172 -3.3607
H -2.8529 3.2160 -4.5776
H -2.5461 1.2784 -4.9275
H -3.1039 -0.3888 -5.0935
H -1.7876 0.0154 -3.9806
H -4.7502 2.2512 -4.2631
H -5.7796 1.3824 -3.1199
H -5.3784 0.6496 -4.6766
H -3.5519 -1.2343 -2.0003
H -4.3048 -1.5064 -3.5881
H -5.2027 -0.7445 -2.2801
H -5.8884 0.7745 -1.0987
H -5.8692 1.2531 0.5982
H -4.7111 0.0474 0.0103
H -5.5270 3.1639 -1.9814
H -4.4529 4.2256 -1.0652
H -5.8671 3.5211 -0.2814
H -3.0532 1.6137 1.2206
H -4.3625 2.7672 1.5313
H -2.8815 3.2854 0.7197
C 4.7308 -6.8789 2.8813
C 4.2304 -5.9829 3.8147
C 3.4999 -4.8730 3.3997
C 3.2518 -4.6332 2.0478
C 3.7589 -5.5521 1.1243
C 4.4924 -6.6586 1.5295
Sb 2.0849 -2.9117 1.3454
C 3.6686 -2.5176 -0.1471
C 3.2776 -3.0091 -1.3882
C 4.0496 -2.7990 -2.5260
C 5.2209 -2.0630 -2.4323
C 5.6406 -1.5967 -1.1915
C 4.8769 -1.8313 -0.0573
C 1.5915 -2.3513 3.4090
C 0.3121 -2.7977 3.7170
C -0.3047 -2.4315 4.9075
C 0.3603 -1.6130 5.8073
C 1.6444 -1.1711 5.5131
C 2.2553 -1.5338 4.3200
H 5.2991 -7.7452 3.2009
H 4.4149 -6.1473 4.8706
H 3.1131 -4.1848 4.1412
H 3.5772 -5.3998 0.0651
H 4.8838 -7.3505 0.7919
H 2.3483 -3.5693 -1.4707
H 3.7227 -3.1928 -3.4817
H 5.8004 -1.8455 -3.3224
H 6.5645 -1.0345 -1.1133
H 5.1993 -1.4460 0.8992
H -0.2281 -3.4177 3.0076
H -1.3158 -2.7618 5.1146
H -0.1209 -1.3069 6.7287
H 2.1592 -0.5141 6.2056
H 3.2355 -1.1493 4.0759
I -2.2581 -1.6620 0.8436
```

These are the Mulliken partial charges, in e, on atoms 1 to 5: number 1, Sn, carries 1.419; number 2, Br, carries -0.148; number 3, C, carries 0.660; number 4, Br, carries -0.100; number 5, H, carries -0.948

Density functional theory data (ωB97M-V/def2-TZVPD) for a structure of composition C33H23MnNO6P2S2.

Summary:
Multiplicity ... 2
⟨S²⟩ ... 0.93
DFT total energy ... -4407.77762 Eh
Energy above the lowest of the compared OMol25 structures with the same formula, charge and spin ... 0.0 kcal per mole
Total charge ... -2
Highest occupied orbital energy (spin up / spin down) ... -1.5 / -1.4 eV
LUMO (spin up / spin down) ... 4.25 / 4.25 eV
Orbital gap (spin up / spin down) ... 5.719 / 5.656 eV

```
68
C33H23MnNO6P2S2, DFT ωB97M-V/def2-TZVPD
Mn -2.2402 -0.1816 -1.4747
S -1.7203 -2.9414 -0.6823
P -0.6543 -1.6115 0.3817
C -0.3199 -0.1525 -0.3962
P 0.6379 -0.3232 -1.7974
S -0.1748 -1.2128 -3.4161
C 2.2757 -1.1471 -1.4390
C 2.7883 -2.1177 -2.2874
C 4.0189 -2.7155 -2.0253
C 4.7417 -2.3535 -0.8996
C 4.2286 -1.3909 -0.0358
C 3.0097 -0.7905 -0.3087
C 1.3581 1.3184 -2.2159
C 1.7861 1.6086 -3.5045
C 2.4009 2.8210 -3.7835
C 2.5870 3.7580 -2.7749
C 2.1436 3.4795 -1.4898
C 1.5276 2.2652 -1.2128
C 0.8221 -2.4550 1.1518
C 1.4484 -1.9336 2.2807
C 2.6025 -2.5153 2.7893
C 3.1538 -3.6268 2.1639
C 2.5414 -4.1516 1.0358
C 1.3796 -3.5702 0.5386
C -1.5250 -1.1799 1.9486
C -2.3030 -2.1147 2.6220
C -2.9358 -1.7808 3.8095
C -2.8018 -0.5013 4.3365
C -2.0403 0.4416 3.6627
C -1.4069 0.1026 2.4709
H 2.1975 -2.4083 -3.1495
H 4.4028 -3.4743 -2.6987
H 5.6948 -2.8252 -0.6852
H 4.7732 -1.1179 0.8610
H 2.5994 -0.0560 0.3750
H 1.6024 0.8806 -4.2865
H 2.7155 3.0464 -4.7966
H 3.0516 4.7125 -2.9965
H 2.2592 4.2172 -0.7031
H 1.1390 2.0407 -0.2250
H 1.0314 -1.0615 2.7699
H 3.0744 -2.0946 3.6703
H 4.0632 -4.0752 2.5497
H 2.9729 -5.0085 0.5309
H 0.8908 -3.9704 -0.3435
H -2.4372 -3.0960 2.1815
H -3.5632 -2.5099 4.3095
H -3.3236 -0.2300 5.2473
H -1.9550 1.4520 4.0477
H -0.8365 0.8301 1.9031
O -3.5859 4.9715 1.5333
C -3.3661 3.8538 0.7714
C -2.5866 3.8966 -0.3788
C -2.4031 2.7196 -1.0728
N -2.9272 1.5700 -0.6738
C -3.7023 1.5368 0.4054
C -3.9560 2.6655 1.1641
C -4.2714 0.1579 0.6901
O -5.1948 0.0555 1.5002
O -3.6940 -0.7357 0.0046
C -1.6304 2.6034 -2.3786
O -1.2779 3.6388 -2.9448
O -1.4745 1.3970 -2.7212
H -3.1304 5.7086 1.1143
H -2.1249 4.8014 -0.7564
H -4.5930 2.5878 2.0337
O -4.2201 -1.0691 -3.5519
C -3.5436 -0.6384 -2.7482
```

These are the Mulliken partial charges, in e, on atoms 1 to 5: number 1, Mn, carries -0.042; number 2, S, carries -0.528; number 3, P, carries 1.664; number 4, C, carries -1.466; number 5, P, carries 1.734

Density functional theory data (ωB97M-V/def2-TZVPD) for a cluster of 2 separate species, C2H4NP in total at a distorted geometry.

Summary:
Multiplicity ... 3
⟨S²⟩ ... 2.01
DFT total energy ... -474.40170 Eh
Energy above the lowest of the compared OMol25 structures with the same formula, charge and spin ... 129.8 kcal per mole
Highest occupied orbital energy (spin up / spin down) ... -6.5 / -10.3 eV
LUMO (spin up / spin down) ... 0.42 / -2.21 eV
Orbital gap (spin up / spin down) ... 6.892 / 8.087 eV

```
8
C2H4NP, DFT ωB97M-V/def2-TZVPD
C 0.1487 -1.1639 -0.7551
C 1.3299 -0.8493 -0.8574
N -1.7067 0.3175 1.7993
P -0.7311 0.9064 0.9140
H -0.7319 -1.6300 -0.5357
H 2.1964 -0.3652 -1.2033
H 0.7236 0.9568 0.7892
H -1.2289 1.8276 -0.1508
```

These are the Mulliken partial charges, in e, on atoms 1 to 5: number 1, C, carries -0.443; number 2, C, carries -0.468; number 3, N, carries -0.351; number 4, P, carries 0.067; number 5, H, carries 0.510

Density functional theory data (ωB97M-V/def2-TZVPD) for a structure of composition C5H12N2O at a distorted geometry.

Summary:
DFT total energy ... -382.33160 Eh
Energy above the lowest of the compared OMol25 structures with the same formula, charge and spin ... 107.3 kcal per mole
Highest occupied orbital energy ... -8.0 eV
LUMO ... 0.43 eV
Orbital gap ... 8.414 eV

```
20
C5H12N2O, DFT ωB97M-V/def2-TZVPD
C -0.9529 0.4108 0.3181
C 1.8094 -0.1905 0.6409
C -0.3853 -1.4768 0.8250
C -0.3193 1.6732 -0.2808
C 0.5829 -0.8313 -0.0217
N -2.1541 0.1944 -0.3991
O 2.4559 0.6221 -0.2986
N 0.6993 -1.0351 -1.3175
H 2.2599 0.2068 -1.1605
H -1.1587 0.6083 1.3736
H -2.0134 0.1478 -1.3991
H -2.7209 -0.5729 -0.0672
H -0.1415 -1.4390 -1.7243
H 2.4607 -1.0060 0.9828
H 1.5181 0.4058 1.5091
H -0.8361 -2.3842 0.4321
H -0.5476 -1.3174 1.8852
H -0.1029 1.5264 -1.3378
H 0.5974 1.9835 0.2054
H -1.0509 2.4742 -0.1659
```

These are the Mulliken partial charges, in e, on atoms 1 to 5: number 1, C, carries -0.002; number 2, C, carries -0.775; number 3, C, carries -1.190; number 4, C, carries -1.387; number 5, C, carries 1.341

Question: energy above the lowest of the compared OMol25 structures with the same formula, charge and spin of number 5 (C2H4NP)?
Answer: 129.8 kcal per mole